C37H45AsClN4O2RuS2Si as an isolated structure, computed with ωB97M-V with the def2-TZVPD basis set.

XYZ file:
```
94
Properties=species:S:1:pos:R:3:forces:R:3:mulliken_spin:R:1
O 3.183 0.560 -2.540 -0.23 -0.10 -0.05 0.00
C -3.216 0.302 5.780 0.03 -0.05 -0.04 0.00
C -1.950 0.895 -2.662 -0.90 -0.04 -1.59 0.00
H 2.889 -2.138 -3.089 -0.09 -0.10 0.04 0.00
C 1.202 2.575 0.078 0.12 -0.15 0.27 0.00
H 3.235 2.183 -4.381 0.03 0.04 -0.06 0.00
C -1.208 -1.013 5.878 -0.04 0.03 -0.06 0.00
C -1.597 1.077 -1.384 1.63 -0.24 2.13 -0.03
S -2.911 2.191 -3.392 0.81 0.82 2.89 0.02
C -2.391 -0.580 6.466 -0.02 0.05 -0.07 0.00
Si -1.175 0.861 2.162 0.19 -1.22 -0.24 -0.01
H -0.658 -1.388 1.485 -0.20 -0.07 0.33 0.00
H -3.454 1.032 0.335 0.09 0.05 -0.12 0.05
C -1.607 -0.293 -4.833 -0.09 -0.07 0.10 0.00
H -3.586 5.172 2.864 0.00 0.00 -0.04 0.01
H -3.728 -3.885 0.040 0.00 0.00 -0.01 0.00
C -2.325 2.237 1.688 0.11 0.22 0.08 0.39
O 0.961 0.991 -2.389 0.70 -0.43 -0.59 0.00
C 5.469 -1.941 -0.544 -0.31 0.09 0.29 0.00
C -0.287 -2.188 -3.406 -0.20 -0.09 0.17 0.00
C -0.859 -0.560 4.613 0.00 0.06 -0.03 0.00
C 2.119 1.099 -2.894 -0.23 -0.21 0.31 0.00
C -1.025 -1.344 -5.502 0.03 -0.10 -0.16 0.00
C 3.373 2.917 1.309 0.05 -0.10 -0.13 0.00
H -1.813 3.510 3.315 -0.08 -0.04 -0.06 0.01
H -3.515 1.440 3.991 -0.01 -0.01 0.05 0.02
C 3.247 -1.973 -1.114 -0.75 -0.10 0.72 0.00
C 2.606 3.181 0.015 0.02 -0.07 0.15 0.00
H 0.121 -3.160 -5.265 -0.01 -0.03 0.01 0.00
H 0.817 2.474 -0.929 -0.09 -0.03 -0.06 0.01
As -1.193 -3.627 -0.237 -0.06 -0.26 0.04 0.00
C -0.347 -2.318 -4.776 -0.10 0.10 -0.11 0.00
H -1.352 2.975 -0.418 -0.08 0.18 -0.11 -0.03
H -2.872 -5.175 0.920 -0.03 -0.01 0.02 0.00
H -5.320 4.696 1.128 0.03 -0.04 0.02 0.00
N -0.835 -1.164 -2.744 0.10 0.61 0.76 0.00
C 2.501 0.605 0.722 0.23 0.51 0.29 0.00
H -0.531 -4.989 1.828 0.01 -0.03 -0.03 0.00
C -3.142 2.074 0.453 -0.31 0.22 -0.23 -0.02
C 0.639 1.293 2.136 0.33 0.46 0.03 0.01
Cl 1.276 1.460 -5.468 -0.03 0.04 -0.05 0.00
H 6.202 -1.787 0.244 0.00 -0.05 -0.06 0.00
H -2.670 -0.932 7.451 0.01 0.01 -0.01 0.00
H 3.157 2.747 -0.825 -0.02 0.02 0.02 0.00
H 4.532 1.077 1.173 -0.02 0.00 0.04 0.00
H 1.776 3.030 -3.786 -0.03 0.06 -0.03 0.00
H -5.096 2.745 -0.336 -0.05 0.03 -0.01 0.01
C -2.840 3.072 -1.940 -0.14 -0.85 -1.40 0.00
H -2.215 -0.904 0.795 -0.13 -0.21 0.21 0.00
C -4.338 2.966 0.406 0.02 0.08 0.06 0.31
H -2.946 -3.530 1.588 0.00 0.03 -0.02 0.00
H 0.538 3.245 0.628 -0.03 0.01 0.20 -0.01
C -2.859 0.753 4.514 0.14 -0.10 0.09 0.00
N 3.624 -2.219 -2.399 -0.27 0.35 -0.20 0.00
C -2.468 3.363 2.457 -0.08 0.08 -0.08 -0.19
C -1.480 -0.213 -3.446 0.17 -0.59 -0.50 0.00
H 5.071 -2.518 -3.829 -0.01 0.06 0.02 0.00
H -4.142 0.639 6.230 0.00 -0.01 0.01 0.00
C -1.670 0.339 3.905 0.02 0.11 0.25 0.01
C -2.156 2.355 -0.823 -0.29 -0.37 -0.83 0.11
H 4.345 3.412 1.278 0.00 0.04 0.06 0.00
C -1.195 -0.565 0.996 -0.29 -0.77 -0.32 0.01
C -0.992 -5.268 -1.307 -0.03 -0.14 0.06 0.00
H -1.152 -6.155 -0.692 -0.01 -0.06 -0.04 0.00
H 2.423 -0.400 1.117 -0.09 -0.09 0.02 0.00
C -4.460 4.041 1.220 0.08 0.04 0.05 -0.14
H 0.210 -2.926 -2.792 0.00 0.05 0.01 0.00
H 1.161 0.534 2.727 -0.09 0.01 0.02 0.00
H 0.067 -0.917 4.165 -0.10 0.01 0.04 0.00
H 2.515 4.252 -0.174 0.01 0.04 -0.04 0.00
N 4.211 -1.836 -0.177 0.04 0.16 -0.09 0.00
N 1.163 1.231 0.744 -0.60 -0.40 -0.68 0.02
H 0.025 -5.296 -1.703 -0.02 0.01 -0.01 0.00
C 4.890 -2.333 -2.779 0.55 -0.13 -0.27 0.00
H 6.919 -2.330 -2.113 -0.04 0.02 -0.01 0.00
H 3.479 1.158 2.579 0.07 0.00 0.01 0.00
H 2.805 0.527 -0.316 0.00 0.00 -0.11 0.00
C 5.878 -2.226 -1.848 0.34 -0.07 -0.25 0.00
H -0.562 -1.706 6.404 -0.01 0.02 -0.02 0.00
H -3.273 4.059 -1.873 -0.15 -0.03 -0.05 -0.01
H 0.298 -3.417 1.845 -0.04 0.00 -0.03 0.00
C 2.205 2.072 -4.065 0.11 0.10 -0.06 0.00
Ru -0.129 -0.224 -0.776 -0.31 3.28 -0.87 0.04
H -1.078 -1.401 -6.582 -0.04 -0.01 0.02 0.00
C 3.545 1.400 1.516 -0.10 0.12 -0.05 0.00
H 2.820 3.349 2.148 0.01 0.04 0.02 0.00
C -2.868 -4.113 0.669 -0.06 -0.07 0.00 0.00
C -0.016 -4.249 1.215 0.01 -0.01 0.10 0.00
H 0.850 2.258 2.610 0.22 0.00 -0.01 0.00
H 0.879 -4.694 0.782 0.01 0.02 -0.02 0.00
C -3.486 4.306 2.223 -0.02 -0.06 -0.06 0.42
S 1.580 -2.047 -0.766 0.65 -0.70 0.04 0.00
H -2.130 0.486 -5.371 0.04 0.02 -0.09 0.00
H -1.692 -5.273 -2.142 -0.02 0.01 0.00 0.00
```
Positions in Å, forces in eV/Å.

Values from the calculation:
Gap between HOMO and LUMO (alpha / beta) = 4.520 / 4.377 eV
Max |F| = 3.404 eV Å⁻¹
Multiplicity = 2
Calculated total energy = -5682.9833 hartree
Energy relative to the best compared isomer or geometry (same formula, charge and spin) = 505.7 kJ/mol

A 6-piece molecular cluster, C37H45F5N4O3P overall, computed with ωB97M-V with the def2-TZVPD basis set.

XYZ file:
```
95
Properties=species:S:1:pos:R:3:forces:R:3:lowdin_charge:R:1
C -5.363 -2.427 -7.516 0.24 -0.17 0.01 -0.08
C -2.300 1.278 -2.919 -1.23 -1.28 0.54 -0.19
C 0.620 1.965 -6.389 0.04 0.15 0.13 -0.03
N 0.085 4.486 -0.936 0.42 -1.10 -0.87 0.12
H 0.414 5.453 -0.829 -0.25 -0.40 -0.12 0.17
C 1.891 -6.468 3.618 0.01 -0.19 0.02 -0.01
H -1.552 0.100 -1.102 -0.44 0.08 -1.07 0.10
H 0.242 2.920 -6.043 0.02 0.00 -0.06 0.10
H 2.601 5.512 -2.829 -0.60 -0.82 -0.55 0.09
H 2.392 3.710 -2.732 -0.42 0.86 -0.64 0.10
H 5.094 -0.007 5.941 -0.07 -0.01 -0.05 0.11
H -4.573 -0.758 -2.078 0.59 -0.65 0.46 0.07
H 2.928 0.642 6.949 -0.05 -0.02 -0.07 0.11
C -3.750 -1.363 -1.612 0.08 -0.09 -0.90 -0.11
C 0.073 3.991 -2.160 -0.42 0.88 -1.04 -0.24
O 1.328 3.315 2.538 -1.01 2.10 -2.27 -0.16
C 1.818 0.322 5.140 -0.33 0.05 0.02 -0.01
H 0.789 -4.457 1.125 -0.01 -0.06 0.03 0.11
H 2.384 4.500 -4.348 -0.50 0.26 1.03 0.09
N 0.563 4.859 -3.193 -0.34 -1.98 1.10 0.02
C 2.975 0.341 5.909 0.14 -0.08 -0.25 -0.06
C 0.580 0.829 11.534 -0.13 -0.05 -0.24 -0.08
H -0.164 2.661 0.275 0.09 1.06 -0.31 0.11
N -0.402 2.647 -2.439 1.71 1.39 1.07 0.02
H -3.537 -0.884 -0.609 -0.09 -0.83 -1.05 0.08
C 4.251 -0.417 4.009 -0.15 0.09 0.20 -0.07
H -1.201 2.019 11.369 0.05 -0.06 -0.03 0.10
C 1.708 -3.771 2.953 0.07 -0.30 0.14 -0.08
H -4.961 -0.602 -6.436 0.03 -0.02 -0.02 0.12
C 1.889 -0.073 3.815 0.81 0.00 0.59 -0.31
C 2.059 4.638 -3.284 1.25 0.17 0.27 -0.06
C -1.680 0.002 -2.223 1.15 -0.25 -0.98 -0.23
C 1.055 -0.591 9.665 -0.41 0.47 0.31 -0.29
C 1.232 -4.736 2.073 -0.09 0.04 -0.18 -0.02
H -1.794 -2.196 -2.333 -0.80 0.81 -0.50 0.11
H 3.118 -0.757 2.204 0.00 0.00 0.03 0.11
C 1.943 1.627 -6.159 -0.48 -0.58 -0.42 -0.28
F 1.843 -1.503 9.068 0.07 -0.06 -0.08 0.05
C -2.476 -1.332 -2.574 0.06 1.24 1.36 -0.22
C 4.191 -0.026 5.342 0.01 0.00 0.03 -0.08
H -1.507 3.860 0.299 1.32 0.07 0.38 0.13
C 2.376 -5.503 4.492 -0.10 0.14 -0.21 -0.08
H 2.827 -5.801 5.431 -0.05 -0.01 -0.06 0.11
H -0.625 -0.108 -2.634 -1.03 0.09 0.43 0.11
H -0.345 -0.851 -8.008 0.04 0.05 0.04 0.10
H 0.054 2.047 -1.734 -0.25 -0.10 -0.25 0.12
C -0.081 -0.142 9.011 0.01 -0.09 -0.22 -0.03
H -3.108 -4.911 -8.018 0.01 0.08 0.03 0.11
C 0.300 -0.153 -7.487 -0.02 -0.02 -0.01 -0.09
C -0.566 1.283 10.890 -0.06 0.05 0.01 -0.09
H -1.793 1.149 9.130 0.06 -0.04 0.00 0.10
C -4.567 -1.546 -6.794 0.00 0.23 0.12 -0.02
H -0.320 -0.526 8.027 0.02 -0.05 0.05 0.11
H 5.199 -0.699 3.567 -0.09 -0.01 0.00 0.11
F 2.745 2.498 -5.509 0.08 0.12 0.10 0.04
H 0.893 2.460 2.349 0.36 0.10 0.48 0.05
C -2.714 -3.082 -6.966 0.25 0.03 0.10 -0.02
H 2.657 -3.401 4.845 -0.02 -0.04 -0.04 0.10
H -4.101 -2.426 -1.504 0.19 1.17 0.12 0.08
C -0.898 0.797 9.630 0.22 -0.01 0.20 -0.08
H -2.210 2.838 -1.521 0.19 -0.51 -0.16 0.11
F 0.864 -7.005 1.569 -0.04 -0.06 -0.07 0.06
C 2.282 -4.155 4.161 0.03 0.11 0.03 -0.09
C 3.092 -0.446 3.242 -0.11 0.01 -0.30 -0.04
H 1.631 -2.721 2.699 -0.03 -0.08 -0.01 0.08
O -0.957 4.460 2.846 2.51 0.37 -2.76 -0.29
C -3.515 -3.966 -7.679 -0.18 0.20 0.03 -0.07
H 1.845 5.858 1.483 -0.17 0.51 0.30 0.09
H 3.499 0.180 -6.394 -0.03 0.04 0.01 0.12
C 1.630 -0.482 -7.246 -0.21 0.22 0.04 -0.07
H 1.949 -7.522 3.863 -0.01 0.03 -0.05 0.12
H -3.411 1.262 -2.689 1.20 0.29 -0.24 0.13
P 0.241 4.458 1.909 -2.60 -0.57 4.82 0.61
C 1.392 -0.118 10.922 0.20 -0.09 0.05 -0.02
H -2.232 1.166 -4.039 0.30 0.40 1.17 0.12
F 0.762 -0.096 3.067 -0.18 0.13 -0.22 0.03
H 0.139 4.590 -4.089 0.11 -0.09 0.56 0.12
C 1.328 -6.073 2.417 0.21 0.41 0.40 -0.29
H 0.863 0.612 5.562 0.02 -0.02 -0.02 0.12
C -4.838 -3.637 -7.956 -0.04 0.00 -0.02 -0.09
C -0.378 3.763 0.274 -0.67 0.26 0.00 -0.16
H 2.283 -0.490 11.413 -0.02 -0.01 -0.05 0.12
F -2.476 -1.027 -5.832 0.13 0.19 0.01 0.02
C -0.205 1.071 -7.062 0.20 -0.13 0.02 -0.08
H -6.393 -2.170 -7.736 0.07 0.01 0.04 0.11
C -3.251 -1.884 -6.529 -0.51 -0.56 -0.47 -0.29
H 0.840 1.211 12.513 0.00 -0.06 -0.06 0.11
C 2.459 0.416 -6.582 0.24 0.03 0.12 -0.01
O 0.924 5.981 1.794 0.16 -3.36 -0.85 -0.12
H -1.680 -3.318 -6.748 -0.03 0.02 0.03 0.12
H -2.738 -1.284 -3.670 0.21 -0.42 1.32 0.09
H -1.240 1.328 -7.254 0.07 0.00 0.03 0.11
H 2.021 -1.437 -7.574 0.02 0.08 0.02 0.11
H -5.461 -4.325 -8.515 0.05 0.05 0.04 0.11
N -1.800 2.569 -2.417 -1.06 0.20 -0.68 -0.08
```
Positions in Å, forces in eV/Å.

Values from the calculation:
Gap between HOMO and LUMO = 6.388 eV
Max |F| = 5.511 eV Å⁻¹
Total charge = +1
Calculated total energy = -2722.0531 hartree